1.
DFT (the ωB97M-V functional and the def2-TZVPD basis) results for 2 unconnected molecules or ions with the total composition CHF2IO.

Structure (XYZ):
```
6
Properties=species:S:1:pos:R:3:forces:R:3:nbo_charge:R:1
C 1.39272 1.38962 -0.22670 -1.339 -1.505 1.622 1.13
O 2.27270 1.74306 -0.87770 1.236 0.713 -1.061 -0.52
F 1.33882 0.28015 0.50325 0.616 -0.231 -0.165 -0.32
F 0.23564 1.94432 -0.01367 -0.520 1.019 -0.397 -0.29
I -3.40438 -2.44809 0.03449 1.734 -0.503 0.600 -0.11
H -1.83550 -2.90906 0.58033 -1.727 0.507 -0.600 0.11
```
Forces are in eV/Å.

* total charge: 0
* SMILES: O=C(F)F.I
* HOMO: -10.16 eV

=====

2.
DFT (the ωB97M-V functional and the def2-TZVPD basis) results for a molecular structure, C2Cl2F4S.

Structure (XYZ):
```
9
Properties=species:S:1:pos:R:3:forces:R:3:nbo_charge:R:1
C -1.02598 0.26074 -0.37040 -0.725 -0.570 -0.571 0.88
C 0.00203 -0.46297 0.45941 2.559 0.632 3.560 0.21
F -0.96739 1.55948 -0.20903 -0.935 0.764 0.662 -0.29
F -0.76181 0.03044 -1.64324 0.326 0.096 -1.051 -0.30
F -2.25288 -0.23448 -0.17436 -0.160 0.455 0.672 -0.30
F -0.33727 -0.83562 1.81460 0.138 1.269 -3.132 -0.33
S 1.60359 1.16730 0.75608 -1.355 -2.237 -0.525 0.13
Cl 0.63573 -1.79720 -0.34556 0.381 -0.526 0.145 0.13
Cl 3.10398 0.31232 -0.28749 -0.230 0.117 0.240 -0.13
```
Forces are in eV/Å.

* total charge: 0
* HOMO: -9.61 eV

=====

3.
DFT (the ωB97M-V functional and the def2-TZVPD basis) results for 2 unconnected molecules or ions with the total composition C2H7OS.

Structure (XYZ):
```
11
Properties=species:S:1:pos:R:3:forces:R:3:nbo_charge:R:1
C -1.08000 0.54443 0.06733 0.440 0.437 -0.582 -0.63
C 0.19040 0.69509 -0.81894 -1.074 -0.133 0.037 -0.53
S 0.66660 -0.79088 -1.72840 0.087 -0.244 -0.102 -0.70
H -1.16263 -0.47037 0.44537 -0.054 -0.049 0.183 0.21
H -1.96543 0.78464 -0.52152 -0.141 -0.281 -0.074 0.19
H -1.05057 1.28843 0.86896 -0.040 -0.116 0.284 0.17
H 0.99406 0.99680 -0.17245 0.566 0.319 0.258 0.17
H -0.03229 1.50764 -1.51903 0.296 0.088 0.059 0.17
H 1.37580 -1.64251 0.37790 -0.309 -0.041 -0.085 0.50
H 0.77805 -1.08347 1.65913 -0.154 0.159 -0.002 0.45
O 1.28602 -1.82981 1.34166 0.382 -0.140 0.023 -1.00
```
Forces are in eV/Å.

* total charge: -1
* HOMO: -2.57 eV

=====

4.
DFT (the ωB97M-V functional and the def2-TZVPD basis) results for a molecular structure, C31H58BrN4OP3Tc.

Structure (XYZ):
```
99
Properties=species:S:1:pos:R:3:forces:R:3:lowdin_spin:R:1
N -5.25669 -1.57257 3.28037 0.033 -0.311 -0.058 0.12
C -4.17305 -0.89348 3.65284 0.017 0.767 -0.159 -0.01
C -3.74605 0.23975 2.96521 0.374 -0.072 0.487 0.07
C -4.46802 0.68515 1.83368 -0.204 0.395 -1.045 0.08
C -5.61160 -0.05052 1.45650 -0.241 -0.757 -0.010 0.11
C -5.93665 -1.18028 2.20995 -0.605 0.531 -0.320 -0.01
C -3.96765 1.73716 0.97605 0.088 -0.452 1.764 0.15
Tc 0.34129 0.19197 -1.03550 -1.661 3.037 2.269 1.92
P 2.25881 0.33236 -2.21080 3.130 -0.224 -0.376 -0.03
C -4.19677 1.88009 -0.36496 -1.266 -0.394 -1.425 0.24
C -3.17067 2.37945 -1.25537 0.426 0.203 0.090 0.04
C -2.93320 1.74180 -2.49721 -0.557 -0.291 0.115 0.08
C -1.74694 1.94321 -3.19631 0.241 -0.548 0.865 0.01
C -0.78047 2.75668 -2.59324 0.618 1.190 -1.727 0.08
C -1.06785 3.58504 -1.50319 0.039 -0.488 0.601 -0.01
C -2.25537 3.35789 -0.81098 0.547 0.039 -0.016 0.07
Br 0.79700 3.16076 -3.69841 -1.678 0.817 0.746 0.03
H -3.24065 2.38784 1.42674 0.608 0.013 0.105 0.00
H -5.13313 1.47220 -0.79887 0.838 -0.054 0.109 0.01
H -2.82850 0.73164 3.28322 -0.203 0.123 -0.073 0.00
H -6.23122 0.22172 0.59846 0.172 -0.045 0.378 0.00
H -3.67327 -1.24874 4.55557 -0.030 0.123 -0.278 0.00
H -6.82502 -1.75456 1.96303 0.112 -0.025 0.011 0.00
H -3.67928 1.04290 -2.87867 0.144 0.191 -0.006 0.00
H -2.49052 3.93954 0.07736 0.129 0.014 -0.178 0.00
H -1.51755 1.41124 -4.11996 -0.273 0.477 0.136 0.00
H -0.33743 4.32548 -1.17268 -0.340 -0.096 -0.108 0.00
P -0.73127 -1.72113 -1.30248 -1.551 -4.263 -0.138 -0.01
C 2.75730 1.97797 -1.44524 -0.620 -0.110 -0.079 0.00
C 3.68507 2.87371 -2.27109 0.272 0.539 -0.166 0.00
H 3.17679 1.78982 -0.44123 -0.051 -0.358 -0.391 0.00
H 1.81807 2.53277 -1.26481 0.190 -0.057 0.006 0.00
H 3.68617 3.87895 -1.83344 -0.093 -0.180 -0.030 0.00
H 4.72905 2.55079 -2.26589 -0.315 -0.151 -0.108 0.00
H 3.32414 2.98585 -3.29878 0.397 -0.093 0.289 0.00
C 1.88625 0.19119 -4.00671 -1.446 0.423 -0.062 -0.01
C 3.06473 0.36384 -4.95291 0.478 -0.140 -0.218 -0.01
H 1.11175 0.95060 -4.22085 0.460 -0.703 0.017 0.00
H 1.38681 -0.77928 -4.16874 0.533 0.281 0.181 0.00
H 2.68681 0.51052 -5.96946 -0.080 -0.021 0.166 0.00
H 3.68949 1.23121 -4.71560 -0.038 -0.293 -0.022 0.00
H 3.64675 -0.56173 -4.96982 0.221 0.324 0.029 0.00
C 3.68615 -0.76169 -1.85748 -0.616 -0.745 0.300 0.01
C 5.06958 -0.15409 -2.07806 0.321 0.135 -0.016 0.00
H 3.54319 -1.69329 -2.42757 0.012 0.293 0.028 0.00
H 3.54942 -1.03923 -0.80081 0.224 0.004 -0.396 0.00
H 5.82101 -0.91674 -1.84924 -0.171 0.041 -0.006 0.00
H 5.25491 0.16120 -3.11358 -0.154 0.014 0.365 0.00
H 5.24532 0.67659 -1.38434 0.037 -0.160 -0.268 0.00
C -0.02847 -3.04858 -0.24828 0.409 0.156 0.230 0.02
C 1.40657 -3.38592 -0.60507 0.428 -0.174 0.042 0.00
H -0.66535 -3.94033 -0.31570 0.046 0.366 -0.293 0.00
H -0.09101 -2.70428 0.79949 -0.082 -0.081 -0.359 0.00
H 1.65752 -4.39606 -0.26310 -0.005 0.224 -0.069 0.00
H 1.58415 -3.35161 -1.68228 0.037 -0.125 0.024 0.00
H 2.10027 -2.69436 -0.12225 0.006 -0.095 -0.117 0.00
C -0.63713 -2.21945 -3.08511 0.551 0.427 -0.073 -0.01
C -1.66248 -1.49361 -3.95317 -0.260 0.135 -0.245 0.00
H -0.76295 -3.30978 -3.16461 0.102 0.196 0.316 0.00
H 0.37771 -1.96958 -3.42278 -0.329 -0.460 0.092 0.00
H -1.43306 -1.62631 -5.01673 -0.042 -0.110 0.232 0.00
H -2.67779 -1.86425 -3.78441 0.204 0.025 -0.160 0.00
H -1.67741 -0.41799 -3.76125 0.042 -0.312 -0.014 0.00
C -2.52991 -1.94751 -0.95090 -0.608 0.930 0.053 -0.01
C -2.99647 -2.80273 0.23098 0.179 -0.107 0.312 0.00
H -2.97708 -2.35353 -1.86573 0.277 0.119 0.085 0.00
H -2.93026 -0.93196 -0.84682 -0.277 -0.057 -0.066 0.00
H -4.07707 -2.98512 0.16232 0.292 0.141 -0.126 0.00
H -2.51140 -3.77974 0.25146 -0.240 0.082 -0.021 0.00
H -2.80759 -2.32559 1.19503 -0.033 -0.010 -0.115 0.00
C -0.84563 -1.80301 3.19513 -0.002 -0.262 -0.287 0.00
N 0.53242 -1.32185 2.99180 -0.281 0.949 -0.814 0.00
C 1.53950 -1.93819 3.86999 0.404 -0.420 0.474 0.00
P 0.75860 0.18875 2.32162 2.198 -0.155 4.902 0.01
O 0.10617 0.45257 0.97430 -0.313 -0.624 -3.178 0.06
N 0.10867 1.31924 3.34802 -0.066 0.092 -1.062 0.00
C -0.25826 2.63373 2.77786 0.109 0.074 -0.085 0.00
C 0.26075 1.22231 4.81326 -0.022 -0.631 0.430 0.00
N 2.40598 0.39390 2.37061 -1.118 -0.659 -0.782 0.00
C 3.06040 1.52520 3.01916 -0.075 0.352 -0.124 0.00
C 3.31968 -0.51134 1.66813 0.163 0.068 0.083 0.00
H -1.23589 -1.58814 4.20806 0.333 -0.061 -0.412 0.00
H -0.89751 -2.88846 3.01191 0.100 0.283 0.268 0.00
H -1.50340 -1.34842 2.44747 0.083 0.123 0.217 0.00
H 1.83415 -2.93186 3.51071 -0.178 0.181 -0.039 0.00
H 2.44676 -1.33916 3.97189 -0.285 -0.020 -0.203 0.00
H 1.15628 -2.06061 4.89069 -0.197 0.046 -0.250 0.00
H -1.34381 2.69268 2.56213 0.514 0.104 0.224 0.00
H 0.03626 3.45566 3.45810 -0.240 -0.499 -0.297 0.00
H 0.29516 2.76964 1.83364 -0.310 0.185 0.308 0.00
H -0.61979 0.78072 5.29996 0.003 0.374 -0.202 0.00
H 1.08491 0.55845 5.09270 0.050 0.126 -0.217 0.00
H 0.47818 2.19943 5.26634 -0.175 -0.223 -0.331 0.00
H 2.40518 1.98499 3.74974 0.011 0.022 0.033 0.00
H 3.95047 1.17423 3.54178 0.033 0.045 -0.086 0.00
H 3.32252 2.28455 2.27712 0.258 0.007 0.136 0.00
H 4.09417 -0.88849 2.35750 -0.280 0.105 -0.225 0.00
H 2.79813 -1.38671 1.24300 0.104 0.421 0.263 0.00
H 3.83213 0.04698 0.87151 0.018 -0.217 0.149 0.00
```
Forces are in eV/Å.

* total charge: +4
* 2S+1: 4
* HOMO (alpha / beta): -19.56 / -19.56 eV

=====

no.,strongest force on any atom (eV/Å)
1,2.586
2,4.430
3,1.083
4,5.375